DFT (ωB97M-V/def2-TZVPD) results for C7H8Cl4F9NaO9S3 as an isolated structure.

Geometry as XYZ:
```
41
Properties=species:S:1:pos:R:3
Na 0.05132 0.84919 0.11663
C -1.41064 1.58216 -4.37973
F -0.62148 2.43893 -5.09423
F -2.48439 1.34121 -5.14452
F -0.70711 0.44810 -4.24542
S -1.89510 2.31133 -2.71382
O -3.25108 1.87602 -2.55893
O -0.91774 1.69248 -1.84497
O -1.73596 3.73181 -2.88456
C -2.36769 3.52239 3.37389
F -2.10457 2.36023 4.00987
F -3.55972 3.94471 3.80099
F -1.45170 4.39339 3.81134
S -2.37039 3.27355 1.53021
O -3.62384 2.61187 1.32757
O -2.26937 4.61219 1.00631
O -1.17199 2.46811 1.33374
C -2.52448 -3.36779 -0.05592
F -2.69367 -3.56053 1.26561
F -1.25006 -3.74244 -0.34953
F -3.34283 -4.21919 -0.69401
S -2.83554 -1.61792 -0.60272
O -1.66863 -0.96041 -0.02786
O -2.84095 -1.76519 -2.03800
O -4.09158 -1.25943 -0.01207
Cl 3.84753 -3.85943 0.70632
C 2.87978 -3.86448 -0.81004
C 1.54121 -3.26145 -0.60885
Cl 1.65836 -1.54493 -0.13764
H 2.81792 -4.91961 -1.07334
H 3.47640 -3.38779 -1.58248
H 0.90265 -3.82943 0.06915
H 0.89385 -3.20444 -1.48820
Cl 2.57757 1.41938 1.32145
C 3.76205 0.19948 1.81127
C 5.03432 0.83110 2.32460
Cl 5.90732 1.71171 1.05478
H 4.00858 -0.45487 0.98029
H 3.31046 -0.38368 2.61065
H 5.68419 0.06391 2.74611
H 4.83701 1.51978 3.14606
```

Output
max |F|	1.540	eV/Å
E_tot	-137291.2422	eV
net charge	-2
LUMO	3.2	eV
HOMO-LUMO gap	6.688	eV

Results of the natural (NBO) charge analysis, in e, for atoms 1 through 6:
1 Na 0.93
2 C 0.67
3 F -0.36
4 F -0.33
5 F -0.33
6 S 2.37